{
  "formula": "C7H14",
  "method": "ωB97M-V/def2-TZVPD",
  "fmax_ev_per_a": 2.743,
  "e_lumo_ev": 0.90,
  "homo_energy_ev": -6.46,
  "species": ["C", "C", "C", "C", "C", "C", "C", "H", "H", "H", "H", "H", "H", "H", "H", "H", "H", "H", "H", "H", "H"],
  "coordinates": [[0.21942, -0.70005, 0.01572], [-0.60342, -1.68165, -0.75151], [1.44256, -1.20372, 0.68747], [-1.74315, 0.93963, 0.28685], [0.52112, 0.82395, -1.23856], [-0.25772, 0.63420, 0.43019], [0.43510, 1.40958, 1.37244], [-0.79107, -2.56607, -0.13717], [-1.56020, -1.29677, -1.09620], [-0.06555, -2.02286, -1.64838], [1.73398, -2.19304, 0.33744], [1.27338, -1.20112, 1.77590], [2.30157, -0.53445, 0.54653], [-2.30537, 0.38338, 1.03701], [-1.91371, 2.00595, 0.43250], [-2.14403, 0.68218, -0.69296], [0.11425, 1.80658, -1.45871], [1.59645, 0.92359, -1.11991], [0.26845, 0.23189, -2.12047], [1.43814, 1.18218, 1.69524], [0.03979, 2.37660, 1.64658]],
  "atomic_forces_ev_per_a": [[-0.311, 2.369, -0.788], [0.004, -0.075, -0.263], [0.500, 0.266, -0.214], [0.240, 0.088, -0.370], [0.917, -1.588, -1.285], [-0.350, -0.175, 2.715], [-0.532, -0.525, -0.693], [0.006, 0.024, 0.026], [0.004, 0.083, 0.129], [0.024, -0.021, 0.182], [-0.068, -0.038, 0.052], [-0.107, -0.072, -0.117], [-0.159, -0.056, -0.021], [0.036, 0.032, 0.011], [0.017, -0.039, 0.095], [-0.006, -0.022, -0.069], [-0.393, 0.010, 0.795], [-0.015, -0.041, 0.025], [0.182, -0.171, -0.204], [0.067, -0.054, -0.010], [-0.058, 0.004, 0.004]]
}